Entry 1:
Formula: CH4FINP
Source: the OMol25 dataset
Level of theory: ωB97M-V/def2-TZVPD

Element x y z (Å)
C (0.9868, -0.4108, -0.3224)
N (0.2709, 0.2513, 0.7855)
P (-1.1776, 1.0123, 0.7271)
F (-0.9410, 1.5219, -0.7818)
I (-3.0185, -0.9141, -0.4094)
H (1.7862, 0.4053, -0.4489)
H (1.2973, -1.4591, -0.0852)
H (0.1771, -0.2579, -1.1064)
H (0.6190, -0.1489, 1.6415)

The value obtained for the HOMO energy is -8.810 eV. The value obtained for the energy is -834.191816 Eh. As for the charge: 0. Its SMILES is CNP(F)I. The frontier orbital gap is 8.3 eV. The relative energy (zero: lowest compared OMol25 entry of this formula, charge and spin) is 0.538 eV.

---

Entry 2:
Formula: C10H16
Source: the OMol25 dataset
Level of theory: ωB97M-V/def2-TZVPD

Element x y z (Å)
C (-0.9291, -3.4066, 0.9742)
C (-0.0297, -2.3774, 0.3185)
C (-0.5989, -1.5756, -0.7150)
C (0.0919, -0.5314, -1.2688)
C (1.4236, -0.3366, -0.7640)
C (1.9420, -1.0221, 0.2961)
C (1.1673, -2.0601, 0.8873)
H (-1.2437, -4.1803, 0.2780)
H (-1.8511, -2.8981, 1.2785)
H (-0.4872, -3.7296, 1.9140)
H (-1.6693, -1.6836, -0.8553)
H (-0.2341, 0.0625, -2.1067)
H (2.0883, 0.2904, -1.3415)
H (2.9804, -0.8848, 0.5622)
H (1.6402, -2.6548, 1.6584)
C (0.4118, 3.2592, -0.5117)
C (-1.0282, 2.8376, -0.3586)
C (-1.7021, 3.5011, 0.8703)
H (1.0170, 2.7178, 0.2263)
H (0.8257, 3.0164, -1.4882)
H (0.5663, 4.3210, -0.3138)
H (-1.5718, 3.0029, -1.2893)
H (-1.1402, 1.7598, -0.2069)
H (-0.9225, 3.5819, 1.6272)
H (-2.1891, 4.4284, 0.5839)
H (-2.4394, 2.8502, 1.3438)

The value obtained for the HOMO energy is -8.986 eV. The value obtained for the energy is -390.608679 Eh. As for the charge: 0. Its SMILES is Cc1ccccc1.CCC. The frontier orbital gap is 10.0 eV. The relative energy (zero: lowest compared OMol25 entry of this formula, charge and spin) is 0.740 eV.

---

Entry 3:
Formula: C12H10F4N4O
Source: the OMol25 dataset
Level of theory: ωB97M-V/def2-TZVPD

Element x y z (Å)
O (1.6466, 1.6165, 1.0631)
C (0.5236, 1.7482, 1.5115)
C (-0.1957, 3.1354, 1.3259)
N (-1.5132, 3.2509, 2.0497)
C (-2.3013, 1.9981, 1.9452)
C (-1.5437, 0.8209, 2.5616)
N (-0.2207, 0.6412, 1.9527)
C (0.3061, -0.7295, 1.7942)
C (0.4293, -1.1401, 0.3631)
N (-0.2894, -2.0815, -0.2027)
C (0.1839, -2.2203, -1.5315)
C (-0.0690, -3.1070, -2.6211)
F (-0.9214, -4.1688, -2.4658)
C (0.5437, -2.9184, -3.9017)
F (0.1385, -3.6464, -4.9837)
C (1.5649, -1.9286, -4.0407)
F (2.1777, -1.7377, -5.2610)
C (1.8676, -1.0865, -2.9532)
F (2.8503, -0.1548, -3.0740)
C (1.1942, -1.2539, -1.7295)
N (1.3080, -0.5973, -0.5294)
H (-0.3251, 3.3040, 0.2862)
H (0.4737, 3.9365, 1.7041)
H (-1.3477, 3.4672, 3.0199)
H (-3.2479, 2.1084, 2.4473)
H (-2.5273, 1.7386, 0.8727)
H (-1.3816, 1.0901, 3.6335)
H (-2.1520, -0.0646, 2.4907)
H (1.2758, -0.7829, 2.2912)
H (-0.3788, -1.4015, 2.2520)
H (1.9311, 0.1639, -0.2705)

The value obtained for the HOMO energy is -8.855 eV. The value obtained for the energy is -1156.997439 Eh. As for the charge: 0. Its SMILES is O=C1CNCCN1Cc1nc2c(F)c(F)c(F)c(F)c2[nH]1. The frontier orbital gap is 9.3 eV. The relative energy (zero: lowest compared OMol25 entry of this formula, charge and spin) is 0.361 eV.

---

Entry 4:
Formula: C9H19N5O3
Source: the OMol25 dataset
Level of theory: ωB97M-V/def2-TZVPD

Element x y z (Å)
H (-0.5179, 0.6895, -4.0926)
N (-0.8612, 0.0415, -4.7835)
C (-1.6286, -0.8391, -4.3026)
N (-2.0551, -1.9036, -5.1162)
N (-2.1959, -0.8748, -3.0063)
C (-1.9170, 0.2369, -2.0599)
C (-0.5906, 0.2056, -1.2562)
C (-0.4752, -1.1077, -0.5670)
C (0.6415, -1.2502, 0.5556)
N (0.4999, -2.4006, 1.3599)
C (0.6396, 0.0802, 1.3711)
O (-0.3990, 0.5300, 1.9021)
N (1.8599, 0.6285, 1.6020)
C (2.0673, 1.3970, 2.8119)
C (1.3306, 2.7714, 2.7180)
C (1.6226, 0.5759, 4.0244)
O (1.8239, -0.6289, 4.0920)
O (1.1241, 1.2117, 5.0764)
H (-2.3578, -2.7524, -4.6620)
H (-1.4683, -2.0738, -5.9347)
H (-3.2039, -0.9749, -3.0737)
H (-2.6602, 0.1704, -1.2951)
H (-1.9549, 1.1924, -2.5422)
H (-0.5032, 1.0116, -0.5639)
H (0.2691, 0.2467, -1.9827)
H (-1.4134, -1.2672, 0.0004)
H (-0.4637, -1.9459, -1.2618)
H (1.5645, -1.2665, -0.0488)
H (-0.2603, -2.2790, 2.0066)
H (1.3278, -2.4439, 2.0076)
H (2.6735, 0.0934, 1.3349)
H (3.1401, 1.5038, 2.8161)
H (0.2476, 2.6028, 2.7367)
H (1.5938, 3.2783, 1.7761)
H (1.6485, 3.4199, 3.5238)
H (0.8518, 2.1211, 4.8336)

The value obtained for the HOMO energy is -8.988 eV. The value obtained for the energy is -853.866129 Eh. As for the charge: 0. Its SMILES is [H]/N=C(/N)NCCC[C@H](N)C(=O)N[C@@H](C)C(=O)O. The frontier orbital gap is 9.5 eV. The relative energy (zero: lowest compared OMol25 entry of this formula, charge and spin) is 1.068 eV.

---

Entry 5:
Formula: CH2N3O
Source: the OMol25 dataset
Level of theory: ωB97M-V/def2-TZVPD

Element x y z (Å)
N (2.2719, -1.0995, 0.0425)
N (1.2945, -0.5843, 0.0120)
C (0.1936, 0.1917, 0.1256)
N (-1.0990, 0.0010, 0.0455)
O (0.7904, 1.4877, 0.0367)
H (-1.7039, -0.7634, -0.1746)
H (-1.7476, 0.7668, -0.0878)

The value obtained for the HOMO energy (alpha / beta) is -16.695 / -16.694 eV. The value obtained for the energy is -278.397570 Eh. As for the charge: +1. Its SMILES is N#[N+]C(N)=O. The frontier orbital gap (alpha / beta) is 8.7 / 8.7 eV. The relative energy (zero: lowest compared OMol25 entry of this formula, charge and spin) is 4.151 eV.

---

Entry 6:
Formula: C5H8
Source: the OMol25 dataset
Level of theory: ωB97M-V/def2-TZVPD

Element x y z (Å)
C (0.3682, 1.0519, 1.4684)
C (1.0408, 0.3682, 0.4389)
C (0.6598, -0.9465, -0.0596)
C (-0.8111, -0.6683, -0.3927)
C (-1.2641, -0.0325, -1.4649)
H (0.5879, 2.0401, 1.8840)
H (-0.2872, 0.6166, 2.0558)
H (1.7517, 0.9736, -0.3250)
H (1.3106, -1.2686, -0.8223)
H (0.7361, -1.6853, 0.8354)
H (-1.4765, -1.0029, 0.3395)
H (-2.1356, 0.2133, -1.8708)
H (-0.4806, 0.3404, -2.0864)

The value obtained for the HOMO energy is -8.584 eV. The value obtained for the energy is -195.192926 Eh. As for the charge: 0. Its SMILES is C=CCC=C. The frontier orbital gap is 9.8 eV. The relative energy (zero: lowest compared OMol25 entry of this formula, charge and spin) is 2.697 eV.

---

Entry 7:
Formula: C11H8FeN2O3STe4
Source: the OMol25 dataset
Level of theory: ωB97M-V/def2-TZVPD

Element x y z (Å)
Fe (-0.3071, -0.1016, -0.1268)
O (-2.2279, -0.7681, -0.1132)
N (-2.7077, -1.1892, 1.0480)
C (-3.8488, -1.9123, 0.9908)
C (-4.4479, -2.3991, 2.1173)
C (-3.8512, -2.1324, 3.3539)
C (-2.6984, -1.3949, 3.3955)
C (-2.0899, -0.8946, 2.2272)
S (-0.6647, 0.0521, 2.2401)
H (-4.2139, -2.0544, -0.0143)
H (-5.3578, -2.9735, 2.0286)
H (-4.2921, -2.5051, 4.2691)
H (-2.2077, -1.1690, 4.3311)
Te (-1.4991, 2.5401, -0.9615)
Te (-0.4772, 4.8229, -1.7854)
Te (-0.7321, 2.3854, -5.0221)
Te (-0.3995, 0.7498, -3.0442)
O (2.7701, -2.6393, -0.5909)
C (1.9950, -1.6977, -0.5905)
O (0.7101, -1.7442, -0.6041)
C (2.5688, -0.2834, -0.6109)
C (3.8786, -0.0369, -0.9855)
C (4.3071, 1.2777, -1.0566)
C (3.4227, 2.2966, -0.7339)
C (2.1350, 1.9646, -0.3532)
N (1.7216, 0.6972, -0.2951)
H (4.5134, -0.8789, -1.2203)
H (5.3171, 1.5090, -1.3715)
H (3.7083, 3.3374, -0.7889)
H (1.4019, 2.7247, -0.1104)

Its spin multiplicity is 6. The value obtained for the HOMO energy (alpha / beta) is -3.789 / -3.845 eV. The value obtained for the energy is -3493.327308 Eh. Its expectation value of S² is 8.776. As for the charge: -1. The frontier orbital gap (alpha / beta) is 5.8 / 4.9 eV. The relative energy (zero: lowest compared OMol25 entry of this formula, charge and spin) is 0.000 eV.